ORCA calculation (ωB97M-V/def2-TZVPD) on the ion C7H12N7 with charge +1.

E_tot = -656.78864 Eh
LUMO (spin up / spin down) = -4.32 / -4.29 eV
HOMO-LUMO gap (spin up / spin down) = 7.4 / 7.5 eV

Geometry as ORCA input:
```
! RIJCOSX wB97M-V def2-TZVPD def2/J DEFGRID3
* xyz 1 1
C -0.60 3.26 2.56
C 0.41 1.45 1.83
C 1.39 2.52 -1.27
C 0.65 0.41 -0.25
C 0.51 -2.11 -0.23
C -1.68 -0.56 -0.90
C -0.18 -0.77 -0.81
N -0.16 2.63 1.39
N -0.28 2.54 3.60
N 0.57 3.25 -0.67
N -0.44 2.87 0.13
N 0.34 1.45 3.16
N 1.46 1.09 -1.11
N 0.77 0.39 1.08
H -1.11 4.14 2.42
H 2.05 2.97 -1.94
H 0.40 -2.24 0.78
H 1.62 -2.05 -0.45
H -0.05 -2.88 -0.59
H -2.09 -1.39 -1.32
H -1.80 0.36 -1.34
H -2.17 -0.44 0.17
H 0.25 -0.69 -1.81
H 0.63 0.81 3.86
H 1.60 0.86 -2.07
H 0.37 -0.43 1.45
*
```

ORCA calculation (ωB97M-V/def2-TZVPD) on a structure of composition C32H47N5O2PS2Zn.

E_tot = -4588.90153 Eh
LUMO = 2.35 eV
HOMO-LUMO gap = 6.4 eV

Geometry as ORCA input:
```
! RIJCOSX wB97M-V def2-TZVPD def2/J DEFGRID3
* xyz -1 1
Zn -0.21 -0.90 0.70
C -3.48 -0.54 2.27
C -2.29 -1.56 2.26
O -1.14 -0.98 2.53
C -1.67 -3.59 1.68
C -0.17 -3.68 1.79
C 0.47 -4.78 2.56
N 0.59 -2.79 1.19
N 1.88 -2.95 0.96
C 2.49 -1.76 0.89
O 1.91 -0.64 1.11
C 3.95 -1.79 0.57
C 4.54 -2.92 -0.02
C 5.89 -2.82 -0.40
C 6.65 -1.70 -0.07
C 6.05 -0.60 0.57
C 4.70 -0.64 0.87
H -3.38 0.08 1.37
H -4.48 -0.97 2.32
H -3.32 0.12 3.10
H -2.04 -4.58 1.33
H -0.24 -5.54 2.85
H 1.25 -5.22 1.92
H 1.01 -4.40 3.45
H 3.94 -3.79 -0.21
H 6.34 -3.64 -0.94
H 7.69 -1.66 -0.36
H 6.66 0.24 0.91
H 4.22 0.20 1.33
C -2.08 -3.26 4.26
C -2.56 -3.00 2.82
N -2.00 -2.33 0.81
C -3.16 -2.67 0.02
C -4.30 -3.20 0.62
S -4.32 -3.64 2.32
C -3.01 -2.40 -1.43
C -3.95 -2.51 -2.44
S -3.25 -2.25 -4.03
C -1.68 -1.97 -3.23
N -1.72 -2.11 -1.91
C -0.41 -1.62 -3.86
H -1.12 -2.80 4.46
H -2.00 -4.34 4.40
H -2.82 -2.88 4.97
H -5.22 -3.28 0.08
H -4.99 -2.77 -2.37
H -0.54 -1.02 -4.78
H 0.19 -2.53 -4.11
H 0.18 -1.08 -3.11
C 2.60 1.49 -1.30
C 1.48 2.42 -1.76
C 2.01 3.85 -1.70
C 1.17 2.05 -3.24
P -0.07 2.13 -0.66
N -0.29 0.62 -0.43
C -1.63 2.84 -1.52
C -2.11 1.86 -2.61
C -1.45 4.24 -2.14
C -2.77 2.85 -0.48
C 0.19 2.94 1.08
C 1.60 2.58 1.61
C -0.83 2.46 2.16
C 0.07 4.49 1.02
H 3.36 1.48 -2.10
H 2.27 0.48 -1.10
H 3.12 1.87 -0.41
H 2.84 3.94 -2.41
H 2.40 4.07 -0.71
H 1.27 4.61 -1.96
H 2.10 2.07 -3.81
H 0.49 2.80 -3.67
H 0.72 1.08 -3.33
H -1.43 1.73 -3.44
H -3.06 2.24 -3.02
H -2.29 0.87 -2.17
H -0.76 4.20 -2.98
H -1.10 4.99 -1.43
H -2.41 4.58 -2.57
H -2.86 1.85 -0.06
H -3.72 3.08 -0.96
H -2.60 3.58 0.30
H 1.80 1.50 1.54
H 1.63 2.86 2.68
H 2.40 3.13 1.11
H -0.87 1.37 2.23
H -1.83 2.86 1.96
H -0.50 2.86 3.12
H 0.86 4.94 0.43
H 0.09 4.89 2.04
H -0.90 4.75 0.60
*
```

ORCA calculation (ωB97M-V/def2-TZVPD) on a structure of composition C5H8O.

E_tot = -270.36416 Eh
LUMO = 0.91 eV
HOMO-LUMO gap = 9.3 eV

Geometry as ORCA input:
```
! RIJCOSX wB97M-V def2-TZVPD def2/J DEFGRID3
* xyz 0 1
C 1.40 0.21 1.02
C 0.64 -0.04 -1.39
C -0.71 0.13 -1.06
C -1.40 -1.00 -0.29
O -0.89 -0.56 0.98
C -0.01 0.42 0.46
H 1.38 0.55 2.06
H 2.18 0.76 0.49
H 1.63 -0.86 1.00
H 1.02 0.96 -1.70
H -1.35 0.97 -1.34
H -1.01 -1.98 -0.56
H -2.50 -1.00 -0.30
H -0.35 1.45 0.64
*
```

ORCA calculation (ωB97M-V/def2-TZVPD) on a structure of composition C12H30Cd2N2O8.

E_tot = -1522.01766 Eh
LUMO = -1.74 eV
HOMO-LUMO gap = 5.5 eV

Geometry as ORCA input:
```
! RIJCOSX wB97M-V def2-TZVPD def2/J DEFGRID3
* xyz 0 1
Cd 3.79 -1.64 -1.83
Cd 1.31 -0.79 -0.37
C 0.14 -3.10 -3.96
C 0.98 -2.52 -2.88
O 2.22 -2.61 -2.96
O 0.42 -2.03 -1.84
H -0.85 -2.65 -4.01
H -0.03 -4.13 -3.66
H 0.61 -3.03 -4.94
C 2.93 2.59 1.05
C 2.98 1.22 1.66
O 3.89 0.86 2.42
O 2.12 0.34 1.36
H 3.20 2.55 -0.01
H 3.52 3.23 1.70
H 1.92 3.00 1.16
O 2.48 0.03 -1.77
H 2.58 0.98 -1.57
O 2.90 -2.06 0.00
H 2.55 -2.89 0.37
C -1.51 -3.45 1.56
C -1.28 -1.99 1.29
C -2.11 -1.25 2.36
O -1.86 0.16 2.15
C -1.13 0.88 3.07
N 0.18 -1.79 1.31
H -1.05 -4.03 0.75
H -2.57 -3.67 1.60
H -1.07 -4.01 2.38
H -1.70 -1.96 0.29
H -1.85 -1.75 3.30
H -3.12 -1.61 2.22
H -0.56 0.23 3.74
H -1.74 1.55 3.68
H -0.37 1.57 2.70
H 0.71 -2.42 1.90
H 0.23 -0.97 1.90
C -1.83 0.47 -2.06
C -0.98 1.48 -1.28
C -1.88 2.62 -0.60
O -1.18 3.54 0.27
C -0.24 4.37 -0.43
N -0.29 0.77 -0.23
H -2.53 0.01 -1.36
H -1.39 -0.38 -2.57
H -2.33 0.90 -2.94
H -0.24 1.95 -1.93
H -2.82 2.34 -0.12
H -2.23 3.25 -1.42
H 0.43 5.07 0.08
H -0.69 5.04 -1.16
H 0.54 3.74 -0.86
H -0.09 1.61 0.31
H -1.12 0.37 0.17
*
```

ORCA calculation (ωB97M-V/def2-TZVPD) on a structure of composition C34H85Br3N9O18P3.

E_tot = -11939.89878 Eh
LUMO = 0.08 eV
HOMO-LUMO gap = 7.8 eV

Geometry as ORCA input:
```
! RIJCOSX wB97M-V def2-TZVPD def2/J DEFGRID3
* xyz 0 1
C 13.63 4.67 -2.89
Br 11.98 5.65 -2.83
Br 14.26 4.56 -4.71
Br 13.33 2.89 -2.20
H 14.37 5.14 -2.27
O 14.02 -1.12 1.78
P 13.21 -1.80 2.81
N 13.60 -1.44 4.39
C 13.51 -0.08 4.84
C 14.56 -2.26 5.14
N 13.34 -3.44 2.71
C 12.61 -4.38 3.54
C 14.42 -4.00 1.88
N 11.59 -1.44 2.66
C 11.21 -0.48 1.62
C 10.67 -1.61 3.79
H 13.42 -0.01 5.93
H 12.62 0.38 4.42
H 14.37 0.55 4.56
H 14.38 -3.31 4.90
H 14.40 -2.10 6.20
H 15.59 -2.07 4.83
H 13.21 -5.28 3.69
H 12.37 -3.92 4.50
H 11.66 -4.71 3.10
H 14.11 -4.95 1.45
H 14.68 -3.30 1.09
H 15.32 -4.16 2.49
H 11.00 -0.96 0.66
H 10.32 0.07 1.93
H 11.98 0.28 1.46
H 10.74 -2.62 4.20
H 9.65 -1.45 3.42
H 10.89 -0.94 4.62
O 15.77 -2.39 -3.85
P 14.39 -2.30 -3.34
N 13.81 -3.77 -2.85
C 12.46 -3.99 -2.38
C 14.78 -4.80 -2.51
N 13.22 -1.72 -4.35
C 13.38 -0.33 -4.77
C 12.72 -2.57 -5.42
N 14.33 -1.20 -2.09
C 15.37 -1.39 -1.08
C 13.08 -0.78 -1.49
H 12.35 -4.97 -1.93
H 11.72 -3.94 -3.19
H 12.15 -3.25 -1.64
H 14.42 -5.79 -2.82
H 14.92 -4.85 -1.42
H 15.72 -4.61 -3.01
H 13.71 0.32 -3.97
H 14.08 -0.24 -5.62
H 12.43 0.04 -5.17
H 11.90 -2.11 -5.96
H 13.52 -2.83 -6.12
H 12.35 -3.50 -4.99
H 15.32 -0.55 -0.38
H 15.18 -2.29 -0.49
H 16.36 -1.38 -1.53
H 12.90 -1.33 -0.55
H 12.24 -0.90 -2.16
H 13.20 0.24 -1.11
O 20.30 1.68 -2.70
P 19.27 1.19 -3.63
N 19.57 -0.37 -4.12
C 20.15 -1.29 -3.15
C 18.81 -0.97 -5.21
N 19.11 2.05 -5.03
C 18.57 3.40 -4.97
C 20.13 1.86 -6.06
N 17.76 1.21 -2.95
C 16.53 1.23 -3.70
C 17.66 1.33 -1.49
H 20.38 -2.25 -3.59
H 19.48 -1.38 -2.29
H 21.08 -0.89 -2.76
H 18.31 -0.21 -5.80
H 18.05 -1.68 -4.86
H 19.48 -1.53 -5.87
H 17.71 3.44 -4.30
H 19.32 4.10 -4.61
H 18.21 3.70 -5.96
H 19.66 1.86 -7.05
H 20.93 2.61 -6.00
H 20.57 0.87 -5.95
H 15.78 1.87 -3.23
H 16.66 1.62 -4.71
H 16.10 0.22 -3.79
H 18.35 0.66 -0.98
H 16.63 1.13 -1.20
H 17.87 2.35 -1.15
C 13.49 3.64 8.39
O 14.34 4.07 9.43
C 14.68 5.36 9.41
O 14.28 6.19 8.64
O 15.54 5.57 10.40
C 15.87 6.94 10.63
H 12.46 3.93 8.56
H 13.53 2.55 8.35
H 13.84 3.93 7.40
H 16.45 7.32 9.78
H 16.53 6.93 11.49
H 15.01 7.57 10.79
C 8.69 2.16 8.97
O 8.70 1.54 7.69
C 9.10 2.32 6.68
O 9.40 3.48 6.77
O 9.18 1.55 5.59
C 9.54 2.21 4.36
H 8.48 3.22 8.89
H 9.68 2.06 9.43
H 7.91 1.70 9.58
H 8.68 2.08 3.71
H 10.46 1.81 3.95
H 9.69 3.27 4.56
C 12.27 9.29 4.92
O 12.36 8.72 3.63
C 11.79 7.53 3.42
O 11.30 6.83 4.26
O 11.87 7.26 2.13
C 11.30 6.01 1.75
H 11.61 8.72 5.58
H 11.83 10.29 4.86
H 13.25 9.30 5.38
H 10.25 5.96 2.03
H 11.84 5.13 2.11
H 11.40 5.94 0.66
C 14.52 1.85 1.22
O 14.48 2.34 2.55
C 13.32 2.83 2.98
O 12.25 2.74 2.43
O 13.55 3.39 4.17
C 12.49 3.90 4.95
H 13.80 1.05 1.04
H 15.53 1.47 1.08
H 14.28 2.65 0.53
H 11.62 4.27 4.41
H 12.83 4.79 5.48
H 12.19 3.16 5.70
C 16.31 5.02 2.74
O 16.10 6.29 2.13
C 15.09 6.47 1.30
O 14.31 5.63 0.90
O 15.12 7.75 0.96
C 14.21 8.33 0.07
H 15.73 4.90 3.65
H 17.37 5.01 2.96
H 16.04 4.20 2.08
H 14.46 9.39 0.03
H 13.18 8.26 0.42
H 14.22 7.93 -0.95
*
```

ORCA calculation (ωB97M-V/def2-TZVPD) on a cluster of 3 separate species, CH8NO2 in total.

E_tot = -247.87318 Eh
LUMO = -4.29 eV
HOMO-LUMO gap = 11.8 eV

Geometry as ORCA input:
```
! RIJCOSX wB97M-V def2-TZVPD def2/J DEFGRID3
* xyz 1 1
C -0.71 0.48 0.96
N 0.34 -0.25 1.05
H -1.59 0.25 1.55
H -0.63 1.39 0.40
H 1.17 0.10 0.56
H 0.41 -1.09 1.60
H 3.08 0.73 -0.87
H 2.79 -0.75 -1.16
O 2.39 0.05 -0.80
H -2.29 -1.07 -1.00
H -2.72 0.30 -1.52
O -2.25 -0.13 -0.78
*
```

ORCA calculation (ωB97M-V/def2-TZVPD) on the molecule C3H3Cl2NO.

E_tot = -1166.43431 Eh
SMILES = N#CC(Cl)(Cl)CO
LUMO = 0.38 eV
HOMO-LUMO gap = 11.2 eV

Geometry as ORCA input:
```
! RIJCOSX wB97M-V def2-TZVPD def2/J DEFGRID3
* xyz 0 1
C -1.35 1.01 -0.51
C 0.95 0.04 -0.22
C -0.78 -0.21 -0.08
N -1.70 2.08 -0.72
O 1.56 -1.05 0.36
Cl -1.49 -1.64 -0.85
Cl -1.07 -0.28 1.69
H 0.98 0.92 0.27
H 1.43 -0.02 -1.25
H 1.47 -0.86 1.32
*
```

ORCA calculation (ωB97M-V/def2-TZVPD) on the molecule C16H25NO2.

E_tot = -829.91302 Eh
SMILES = CC[C@H](C(=O)OCCN(CC)CC)c1ccccc1
LUMO = 0.95 eV
HOMO-LUMO gap = 9.6 eV

Geometry as ORCA input:
```
! RIJCOSX wB97M-V def2-TZVPD def2/J DEFGRID3
* xyz 0 1
C -0.23 -0.11 -2.26
C 1.10 0.34 -1.68
H 1.03 1.37 -1.34
C 1.53 -0.55 -0.50
C 2.96 -0.29 -0.11
C 3.38 0.97 0.32
C 4.69 1.19 0.67
C 5.62 0.16 0.60
C 5.22 -1.10 0.18
C 3.90 -1.32 -0.17
H 3.59 -2.30 -0.49
H 5.93 -1.90 0.13
H 6.65 0.34 0.87
H 5.00 2.17 1.00
H 2.66 1.77 0.38
C 0.60 -0.30 0.68
O 0.67 0.62 1.45
O -0.32 -1.27 0.75
C -1.28 -1.19 1.79
H -0.76 -1.07 2.75
C -2.28 -0.03 1.63
N -2.66 0.26 0.26
C -3.77 -0.56 -0.22
H -4.02 -0.19 -1.22
C -3.44 -2.04 -0.34
H -3.52 -2.55 0.62
H -4.15 -2.51 -1.02
H -2.44 -2.17 -0.73
H -4.67 -0.43 0.42
C -2.95 1.68 0.10
C -1.68 2.52 -0.03
H -1.19 2.30 -0.97
H -0.99 2.33 0.78
H -1.95 3.58 -0.02
H -3.54 1.81 -0.81
H -3.56 2.05 0.94
H -1.79 0.86 2.03
H -3.15 -0.26 2.27
H -1.77 -2.17 1.77
H 1.41 -1.60 -0.79
H 1.88 0.28 -2.45
H -0.52 0.53 -3.09
H -1.02 -0.08 -1.51
H -0.16 -1.13 -2.64
*
```

ORCA calculation (ωB97M-V/def2-TZVPD) on a structure of composition C7H14CoF3O4S.

E_tot = -2655.87360 Eh
LUMO (spin up / spin down) = -6.27 / -6.32 eV
HOMO-LUMO gap (spin up / spin down) = 4.8 / 5.0 eV

Geometry as ORCA input:
```
! RIJCOSX wB97M-V def2-TZVPD def2/J DEFGRID3
* xyz 1 4
S -1.39 -1.18 -0.71
O -0.22 -0.73 -1.58
C -1.36 -2.85 0.07
F -0.16 -3.24 0.44
F -2.16 -3.04 1.10
F -1.78 -3.61 -0.94
C 0.15 3.66 0.95
O -0.05 2.24 0.68
C -1.27 1.92 1.28
C 0.08 0.74 2.29
O -0.62 -0.34 0.87
C 2.94 0.98 -0.71
C 2.70 1.70 -2.01
O 1.26 1.71 -2.25
C 0.88 2.17 -3.53
Co 0.73 0.73 -0.62
H 0.97 4.01 0.31
H -0.68 4.30 0.62
H 0.28 4.03 1.98
H -2.24 1.39 1.31
H -1.92 2.74 1.64
H -0.52 0.31 3.10
H 1.08 0.79 2.74
H 3.48 0.11 -0.31
H 3.73 1.60 -0.26
H 3.19 1.23 -2.87
H 3.01 2.76 -2.00
H -0.18 2.46 -3.51
H 1.45 3.05 -3.87
H 0.98 1.35 -4.26
*
```